# 1
Entry from the Open Molecules 2025 dataset: a structure of composition C32H24BClF2N8O9S2Sc (ωB97M-V with the def2-TZVPD basis set).

Computed properties:
frontier orbital gap: 0.232 Ha
relative energy (zero: lowest compared OMol25 entry of this formula, charge and spin): 11.1 kcal/mol
net charge: -1

Element x y z (Å)
1 Sc 0.0566 -0.2355 -0.5444
2 Cl 5.5635 1.1464 -5.5279
3 C 4.4326 0.6175 -4.3120
4 C 4.4859 -0.7060 -3.8558
5 C 3.5936 -1.1471 -2.9153
6 C 2.5923 -0.2956 -2.3732
7 O 1.7596 -0.7411 -1.5019
8 C 2.5767 1.0495 -2.8450
9 C 1.6331 1.9943 -2.3196
10 O 0.7575 1.7675 -1.4960
11 C 3.4989 1.4804 -3.8123
12 H 5.2396 -1.3720 -4.2553
13 H 3.6197 -2.1707 -2.5651
14 H 1.7410 3.0275 -2.6909
15 H 3.4553 2.5061 -4.1599
16 C 1.0027 4.1444 1.7734
17 N 1.1286 3.0845 2.7461
18 C 0.8130 3.1560 4.0865
19 C 1.2364 1.9999 4.6393
20 N 1.8255 1.2266 3.6647
21 B 2.6218 -0.0597 4.0951
22 N 3.2065 -0.8370 2.8918
23 C 4.5450 -1.0750 2.7001
24 C 4.6806 -1.9717 1.6993
25 N 3.4066 -2.2811 1.2713
26 C 3.0668 -3.3232 0.3272
27 C 2.5155 -1.5623 1.9970
28 S 0.8185 -1.6299 1.8231
29 C 1.7346 1.8811 2.4942
30 S 2.2356 1.4457 0.9301
31 H 0.2195 4.8316 2.0871
32 H 0.7554 3.7153 0.8054
33 H 1.9500 4.6790 1.6725
34 H 0.3246 4.0130 4.5164
35 H 1.1809 1.6534 5.6566
36 H 3.5555 0.3213 4.7630
37 H 1.8766 -0.7760 4.7145
38 H 5.2914 -0.5851 3.2993
39 H 5.5550 -2.4113 1.2531
40 H 3.9908 -3.7660 -0.0417
41 H 2.4861 -2.9137 -0.4898
42 H 2.4717 -4.0910 0.8219
43 F -1.8862 -1.1721 -5.7702
44 C -1.9688 -0.4269 -4.6458
45 C -1.1761 -0.7328 -3.5580
46 C -1.2318 0.0243 -2.3880
47 C -2.1122 1.1360 -2.3636
48 C -2.9133 1.3821 -3.4750
49 F -3.8240 2.3895 -3.4943
50 C -2.8605 0.6226 -4.6275
51 C -2.1772 1.9448 -1.1226
52 C -2.8694 3.1499 -0.9906
53 C -2.9768 3.7444 0.2554
54 C -2.4039 3.1279 1.3544
55 C -1.6635 1.9818 1.1325
56 N -1.5265 1.4299 -0.0649
57 H -0.5106 -1.5880 -3.6380
58 H -3.4969 0.8509 -5.4703
59 H -3.3341 3.6204 -1.8397
60 H -3.5175 4.6763 0.3637
61 H -2.5142 3.5266 2.3537
62 H -1.1584 1.4771 1.9507
63 O -4.6486 -6.5065 -1.0379
64 N -5.1451 -5.4523 -0.6717
65 O -6.3437 -5.2883 -0.5043
66 C -4.2630 -4.3491 -0.3852
67 C -2.9032 -4.4745 -0.6100
68 C -2.0720 -3.4024 -0.3989
69 C -2.5315 -2.1056 0.0600
70 O -1.7597 -1.1559 0.3029
71 C -3.9623 -2.0728 0.3014
72 C -4.7806 -3.1517 0.0920
73 N -4.6145 -0.8700 0.7838
74 O -5.6095 -1.0137 1.4833
75 O -4.1816 0.2080 0.4399
76 N -0.6781 -3.6022 -0.6391
77 O 0.0422 -2.6320 -0.7954
78 O -0.2378 -4.7363 -0.6599
79 H -2.4963 -5.4147 -0.9504
80 H -5.8383 -3.0625 0.2892

Forces on the atoms, in the same order (eV/Å):
Sc 0.1 0.2 0.8
Cl 0.1 0.0 -0.1
C 0.0 -0.1 0.0
C 0.0 0.1 0.0
C -0.1 -0.1 0.1
C 0.2 0.3 -0.3
O 0.1 -0.3 -0.1
C 0.1 -0.5 0.1
C -0.1 0.2 0.1
O -0.1 0.0 -0.3
C -0.1 0.1 0.1
H 0.0 0.0 0.0
H 0.0 0.0 0.0
H 0.0 0.0 0.0
H 0.0 0.0 0.0
C 0.0 0.0 0.0
N 0.0 -0.2 0.1
C 0.0 0.1 0.0
C 0.0 0.0 0.1
N -0.2 0.1 -0.2
B 0.0 0.0 -0.1
N 0.0 -0.1 0.0
C 0.1 0.0 0.0
C 0.1 0.0 0.0
N 0.0 0.2 0.2
C -0.1 0.0 0.0
C -0.1 -0.1 0.1
S -0.2 0.0 0.1
C 0.1 0.3 0.0
S 0.1 -0.1 -0.1
H 0.0 0.0 0.0
H -0.1 0.0 0.0
H 0.0 0.0 0.0
H 0.0 0.0 0.0
H 0.0 0.0 0.0
H 0.1 0.0 0.1
H -0.1 0.0 0.1
H 0.0 0.0 0.0
H 0.0 0.0 0.0
H 0.0 0.0 0.0
H -0.1 0.1 -0.1
H 0.0 0.0 0.0
F 0.0 -0.1 0.0
C 0.0 0.1 0.1
C 0.2 -0.2 0.1
C -0.2 0.1 -0.2
C 0.0 -0.1 0.1
C 0.1 -0.2 0.0
F 0.0 0.1 0.0
C 0.0 0.0 -0.1
C -0.1 0.0 0.0
C -0.1 0.1 0.1
C 0.1 -0.1 0.0
C 0.0 0.1 0.0
C 0.1 -0.1 0.2
N 0.3 0.1 -0.2
H 0.0 0.0 0.0
H 0.0 0.0 0.0
H 0.0 -0.1 0.0
H 0.0 0.0 0.0
H 0.1 0.0 0.0
H 0.0 0.0 0.0
O 0.0 0.2 -0.1
N -0.2 -0.4 0.2
O 0.1 0.1 -0.1
C 0.4 0.4 0.0
C -0.1 -0.2 0.0
C -0.7 0.3 0.1
C 0.1 -0.1 0.1
O -0.4 0.0 0.1
C 0.4 -0.5 -0.2
C -0.1 0.0 0.0
N -0.4 0.3 0.1
O 0.2 0.0 0.0
O 0.1 0.0 0.0
N 0.4 -0.1 0.1
O 0.2 0.1 -0.7
O -0.1 -0.2 -0.1
H 0.0 0.0 0.0
H 0.0 0.0 0.0

Mulliken population analysis, charges in e, atoms 1 to 6:
1 Sc -1.187
2 Cl -0.265
3 C 0.092
4 C -0.635
5 C -0.944
6 C 0.110

# 2
Entry from the Open Molecules 2025 dataset: a structure of composition C18H40NO12P at a distorted geometry (ωB97M-V with the def2-TZVPD basis set).

Computed properties:
frontier orbital gap: 0.101 Ha
relative energy (zero: lowest compared OMol25 entry of this formula, charge and spin): 84.1 kcal/mol
net charge: -2

Element x y z (Å)
1 N -0.3197 -0.9975 -0.6716
2 H -0.7147 -0.0415 -0.4676
3 H 0.5083 -0.9535 -1.0866
4 H -0.8107 -1.6665 -1.3666
5 H -0.1687 -1.7165 0.0764
6 P 0.8493 -3.8795 -0.9996
7 O 1.1253 -2.8895 -2.0336
8 O 1.2593 -3.1245 0.3314
9 O 1.5623 -5.2045 -1.1976
10 O -0.6077 -3.9985 -1.0126
11 O -1.8827 -0.7585 1.8704
12 C -2.6007 -1.7715 2.1604
13 O -3.7607 -1.9055 2.7014
14 C -4.4927 -0.6075 2.9934
15 C -5.9367 -0.8645 3.5654
16 C -2.0147 -3.1655 1.7674
17 H -4.5517 0.1435 2.2414
18 H -3.8747 -0.0815 3.7064
19 H -6.5507 0.1495 3.5374
20 H -5.8917 -1.3615 4.6394
21 H -6.5497 -1.6415 2.8514
22 H -2.6167 -3.2895 0.9484
23 H -2.4417 -4.0295 2.4124
24 H -0.9377 -3.1295 1.7814
25 O -0.6937 1.7335 -4.2296
26 C -0.6567 0.5485 -3.9816
27 O -1.6527 -0.1895 -3.3896
28 C -2.9207 0.3605 -3.0536
29 C -3.6627 -0.6165 -2.0256
30 C 0.4663 -0.3905 -4.2616
31 H -3.6937 0.6605 -3.7816
32 H -2.7567 1.3235 -2.4036
33 H -3.1347 -0.8515 -1.0316
34 H -3.7587 -1.4475 -2.6746
35 H -4.6477 -0.2665 -1.7176
36 H 0.7033 -1.2795 -3.2656
37 H 1.4153 0.1585 -4.5426
38 H 0.4193 -0.7985 -5.2246
39 O 2.9843 0.9615 -2.1516
40 C 3.6463 0.2325 -1.3176
41 O 4.3163 0.5585 -0.2546
42 C 4.4723 1.9045 0.0924
43 C 5.3003 2.1255 1.2834
44 C 3.6443 -1.2185 -1.5166
45 H 3.5573 2.5905 0.3224
46 H 5.0303 2.3715 -0.7046
47 H 6.3913 1.9135 1.2374
48 H 4.7713 1.7385 2.2674
49 H 5.2683 3.0905 1.8184
50 H 3.1573 -1.5055 -2.4156
51 H 3.1123 -1.5165 -0.7856
52 H 4.7643 -1.7675 -1.6386
53 C 1.6723 -1.8135 3.1604
54 C 1.2713 -0.4255 3.4084
55 O 1.0793 0.0305 4.6744
56 C 1.3463 0.6865 2.2014
57 H 1.7983 -2.3415 4.0994
58 H 2.3763 -2.0435 2.4544
59 H 0.8593 -2.2465 2.6794
60 H 1.0223 1.6715 2.6524
61 H 0.6083 0.2395 1.6724
62 H 2.3333 0.5585 1.8184
63 C -0.7627 4.3815 -1.8656
64 C -0.0727 3.6635 -0.6976
65 O -0.4497 2.3615 -0.2506
66 C 0.9583 4.3175 0.1204
67 H -0.2897 5.3545 -1.9356
68 H -1.6737 4.4575 -1.7916
69 H -0.3837 3.9295 -2.6016
70 H 1.8813 4.6785 -0.6126
71 H 1.2473 3.7045 0.8094
72 H 0.7543 5.1965 0.6054

Forces on the atoms, in the same order (eV/Å):
N -5.5 -0.7 0.9
H 0.2 -1.7 -0.1
H 5.1 0.2 -2.3
H 0.3 0.9 0.9
H 0.7 -0.1 0.6
P 2.3 -2.4 3.0
O 2.2 5.3 -5.6
O 0.0 0.8 1.8
O 0.7 -0.5 0.2
O -6.2 -0.6 0.7
O -3.7 -2.0 1.4
C 6.4 -0.2 -1.8
O -3.4 3.1 0.7
C -0.5 -1.0 1.7
C -1.0 -1.3 -0.5
C -1.5 0.5 4.2
H 0.1 -0.3 -1.7
H 0.1 -0.2 0.7
H 1.4 -2.1 0.4
H -0.2 1.3 -2.2
H 1.6 1.9 1.7
H -0.1 -0.8 -3.3
H 0.9 1.5 -0.4
H 0.2 -0.4 -1.1
O -0.7 -0.4 0.3
C 0.4 -0.5 -0.1
O -1.1 0.4 -0.7
C -0.5 2.4 4.6
C 1.6 0.8 0.1
C 2.9 -0.6 3.1
H 1.0 -0.5 -0.7
H 0.1 -1.3 -1.5
H -0.3 0.3 -1.9
H -0.4 -1.7 0.2
H -0.1 0.4 -0.4
H -0.7 1.8 -3.0
H -0.8 0.1 1.4
H -1.3 -1.7 -1.2
O 2.8 -1.0 4.0
C -2.9 0.8 -5.8
O 0.3 1.1 2.0
C -0.8 3.2 -0.2
C 0.4 -0.6 4.9
C 6.6 0.5 -5.3
H 0.7 -1.9 -1.1
H -0.3 0.4 -0.8
H -0.9 -0.5 0.0
H 1.3 -0.9 -1.9
H -0.1 0.8 -1.7
H -0.7 0.0 -0.6
H -3.6 -3.5 5.5
H -2.9 1.7 1.0
C -1.4 0.8 2.6
C 1.3 4.9 5.5
O 0.5 -2.4 -6.4
C 0.1 -0.8 5.3
H 0.2 0.1 0.1
H 2.2 0.0 -1.9
H -1.9 -1.2 -1.2
H 0.7 -1.1 -0.8
H -2.2 -0.6 -2.8
H 0.5 0.3 -0.6
C 8.5 2.2 6.0
C -3.6 -7.0 3.0
O 2.1 8.2 -3.3
C 1.8 2.3 -6.5
H -0.1 0.6 0.2
H -9.5 0.2 0.6
H 2.0 -4.0 -6.5
H -2.1 -1.2 1.7
H 2.2 -4.0 3.8
H -1.4 2.5 0.8

Mulliken population analysis, charges in e, atoms 1 to 6:
1 N 0.939
2 H 0.175
3 H -0.235
4 H 0.494
5 H -0.438
6 P 0.036

# 3
Entry from the Open Molecules 2025 dataset: an isolated molecule of C18H26N6 (ωB97M-V with the def2-TZVPD basis set).

Computed properties:
frontier orbital gap: 0.314 Ha
relative energy (zero: lowest compared OMol25 entry of this formula, charge and spin): 1.6 kcal/mol
structure (SMILES): Cc1ccc(Nc2nc(N)nc(CN3CCCCCC3)n2)c(C)c1

Element x y z (Å)
1 C -5.3652 -1.2122 -0.6830
2 C -4.1306 -0.3795 -0.5120
3 C -3.0619 -0.4940 -1.3895
4 C -1.9359 0.2914 -1.2386
5 C -1.8447 1.1982 -0.1895
6 C -2.9175 1.3390 0.7006
7 C -4.0397 0.5482 0.5177
8 H -4.8676 0.6510 1.2059
9 C -2.8513 2.3160 1.8387
10 H -1.9664 2.1388 2.4498
11 H -2.8141 3.3426 1.4707
12 H -3.7296 2.2182 2.4715
13 N -0.7066 1.9896 -0.0120
14 C 0.5793 1.6732 -0.2762
15 N 0.8805 0.4956 -0.8255
16 C 2.1733 0.2344 -0.9451
17 N 3.1454 1.0774 -0.6319
18 C 2.7421 2.2578 -0.1468
19 N 1.4757 2.5997 0.0749
20 N 3.6974 3.1480 0.1733
21 H 3.4300 4.0694 0.4656
22 H 4.6502 2.9310 -0.0525
23 C 2.5840 -1.1188 -1.4755
24 N 2.1026 -2.2737 -0.7528
25 C 2.7216 -2.5189 0.5235
26 C 2.3459 -1.5908 1.6924
27 H 2.3285 -0.5603 1.3366
28 C 1.0097 -1.9326 2.3426
29 H 1.0680 -2.9355 2.7759
30 C -0.1682 -1.8744 1.3741
31 C -0.1158 -2.9625 0.3019
32 H -1.1329 -3.1622 -0.0458
33 H 0.2669 -3.8897 0.7327
34 C 0.6877 -2.5700 -0.9369
35 H 0.1983 -1.6975 -1.3735
36 H 0.6173 -3.3982 -1.6613
37 H -0.1992 -0.8993 0.8865
38 H -1.0924 -1.9857 1.9477
39 H 0.8302 -1.2314 3.1628
40 H 3.1314 -1.6601 2.4498
41 H 3.8023 -2.4397 0.3608
42 H 2.5094 -3.5542 0.8057
43 H 2.2270 -1.2010 -2.5077
44 H 3.6770 -1.1432 -1.4837
45 H -0.8132 2.8512 0.5038
46 H -1.1132 0.2059 -1.9278
47 H -3.1105 -1.2008 -2.2049
48 H -5.8213 -1.4324 0.2796
49 H -5.1341 -2.1478 -1.1866
50 H -6.0978 -0.6755 -1.2871

Forces on the atoms, in the same order (eV/Å):
C 0.0 0.1 0.0
C 0.0 0.0 0.0
C -0.1 0.1 0.1
C 0.0 0.1 -0.1
C -0.5 -0.4 -0.1
C 0.2 0.0 0.0
C 0.1 -0.1 -0.2
H -0.1 0.0 0.1
C 0.0 -0.1 -0.1
H 0.1 0.1 0.1
H 0.0 0.1 0.1
H 0.0 0.0 0.0
N -0.1 0.5 0.2
C 0.7 0.0 0.0
N -0.4 -0.1 0.0
C 0.3 0.4 0.0
N 0.4 -0.2 -0.1
C -0.4 -0.1 0.1
N 0.0 0.2 0.1
N 0.1 0.1 0.0
H 0.0 0.0 0.0
H 0.0 0.0 0.0
C 0.1 -0.3 -0.1
N -0.1 0.4 0.0
C 0.2 0.1 0.2
C -0.1 -0.3 0.0
H 0.1 0.1 0.1
C 0.0 0.3 -0.1
H 0.0 0.0 0.1
C 0.0 -0.2 0.2
C 0.1 0.3 -0.1
H 0.0 -0.1 0.0
H -0.1 -0.1 0.0
C -0.2 -0.5 -0.3
H 0.0 -0.1 0.0
H -0.2 0.1 0.0
H -0.1 0.0 0.0
H 0.0 0.0 0.0
H 0.0 -0.1 0.1
H 0.1 0.1 0.0
H 0.0 -0.1 0.0
H 0.1 0.0 0.1
H 0.1 0.1 0.0
H -0.1 0.0 -0.1
H 0.1 -0.1 -0.1
H 0.0 0.0 0.0
H 0.0 -0.1 -0.1
H -0.1 -0.1 0.0
H 0.0 -0.1 0.0
H -0.1 0.0 0.0

Mulliken population analysis, charges in e, atoms 1 to 6:
1 C -1.536
2 C 0.709
3 C -0.922
4 C -0.371
5 C 0.470
6 C 1.109